Density functional theory data (ωB97M-V with the def2-TZVPD basis set) for C31H54As2SbSeV as an isolated structure.

largest force on an atom	0.5	eV/A
Kohn-Sham gap (alpha / beta)	7.672 / 7.514	eV
DFT total energy	-9270.63428	hartree
HOMO level (alpha / beta)	-0.3672 / -0.3685	Eh
spin multiplicity	4
net charge	+1

Last column: Löwdin charge in e.
Positions of all 90 atoms, in Å:
V: 0.659 0.956 0.544  -0.086
C: 2.291 1.665 4.211  -0.250
As: 1.446 0.429 2.969  1.079
C: 0.193 -0.380 4.212  -0.253
C: 2.810 -0.961 2.738  -0.410
C: 3.035 -1.943 3.695  -0.097
C: 3.918 -2.985 3.447  -0.060
C: 4.587 -3.051 2.236  -0.060
C: 4.402 -2.054 1.288  -0.098
C: 3.530 -1.001 1.536  -0.419
As: 3.268 0.434 0.253  1.099
C: 4.364 1.867 0.987  -0.260
C: 4.444 -0.011 -1.229  -0.271
H: 2.526 1.102 5.113  0.042
H: 1.594 2.468 4.447  0.040
H: 3.205 2.088 3.807  0.011
H: 0.714 -0.925 4.995  0.031
H: -0.491 -1.042 3.693  -0.005
H: -0.378 0.429 4.667  0.047
H: 2.507 -1.923 4.639  0.095
H: 4.074 -3.749 4.196  0.113
H: 5.262 -3.871 2.031  0.113
H: 4.947 -2.106 0.353  0.095
H: 5.376 1.507 1.163  0.047
H: 3.945 2.247 1.914  -0.002
H: 4.385 2.681 0.263  0.037
H: 5.415 -0.320 -0.846  0.037
H: 4.573 0.899 -1.813  0.038
H: 4.033 -0.785 -1.870  0.018
C: -0.101 -3.163 1.658  -0.124
C: -1.367 -2.710 0.932  -0.688
C: -2.122 -3.932 0.417  -0.094
C: -2.268 -1.946 1.907  -0.127
Sb: -0.717 -1.289 -0.603  1.602
C: -2.515 -0.581 -1.664  -0.677
C: -3.556 -0.108 -0.652  -0.111
C: -2.100 0.630 -2.499  -0.112
C: -3.118 -1.648 -2.571  -0.103
C: 0.433 -2.431 -2.085  -0.694
C: -0.189 -3.755 -2.519  -0.096
C: 0.627 -1.525 -3.301  -0.122
C: 1.799 -2.708 -1.462  -0.137
H: -0.377 -3.776 2.523  0.099
H: 0.492 -2.322 2.022  0.036
H: 0.543 -3.772 1.023  0.067
H: -2.527 -4.480 1.274  0.095
H: -1.479 -4.618 -0.130  0.063
H: -2.964 -3.665 -0.221  0.068
H: -2.347 -2.517 2.839  0.095
H: -3.277 -1.832 1.519  0.065
H: -1.897 -0.946 2.147  0.048
H: -3.144 0.601 0.071  0.050
H: -4.015 -0.935 -0.115  0.065
H: -4.355 0.402 -1.200  0.096
H: -1.714 1.432 -1.871  0.045
H: -2.989 1.031 -2.998  0.101
H: -1.370 0.396 -3.273  0.068
H: -3.437 -2.535 -2.023  0.068
H: -2.433 -1.957 -3.361  0.062
H: -4.006 -1.232 -3.060  0.096
H: -1.216 -3.656 -2.864  0.066
H: -0.166 -4.493 -1.719  0.066
H: 0.399 -4.165 -3.348  0.095
H: -0.289 -1.410 -3.879  0.066
H: 1.375 -1.973 -3.963  0.093
H: 0.987 -0.528 -3.026  0.069
H: 1.745 -3.364 -0.593  0.064
H: 2.283 -1.782 -1.150  0.008
H: 2.444 -3.194 -2.202  0.099
C: -2.801 5.858 -3.418  -0.044
C: -2.368 5.030 -2.241  -0.260
C: -1.154 4.361 -2.235  -0.012
C: -0.759 3.584 -1.150  -0.325
C: 0.539 2.838 -1.236  -0.128
C: -1.591 3.478 -0.031  -0.518
Se: -1.069 2.423 1.490  0.685
C: -2.819 4.153 -0.011  -0.296
C: -3.754 4.065 1.162  -0.081
C: -3.182 4.906 -1.120  -0.002
H: -2.005 5.943 -4.157  0.075
H: -3.083 6.864 -3.105  0.085
H: -3.669 5.414 -3.909  0.085
H: -0.499 4.439 -3.096  0.119
H: 1.107 3.114 -2.123  0.101
H: 0.354 1.745 -1.370  0.018
H: 1.178 3.038 -0.362  0.057
H: -3.218 4.121 2.109  0.048
H: -4.296 3.116 1.156  0.083
H: -4.485 4.872 1.130  0.080
H: -4.134 5.426 -1.104  0.125